# C6H12

The ion C6H12 with charge -1 in a non-equilibrium geometry (ωB97M-V/def2-TZVPD, the Open Molecules 2025 dataset).

Each line ends with the Mulliken charge.
CARTESIAN COORDINATES (ANGSTROEM)
C -0.473 2.003 1.418  -1.339
C 0.208 1.036 0.409  0.387
C -0.590 -0.210 0.083  -0.683
C 1.602 1.305 0.015  -1.066
C 0.004 -1.129 -0.969  -0.141
C -0.422 -2.561 -0.744  -1.318
H 0.071 -3.253 -1.457  0.375
H -0.159 -2.895 0.264  0.347
H 0.373 2.410 1.971  0.289
H -1.550 -0.522 0.484  0.311
H 1.776 2.085 -0.725  0.095
H -1.480 -2.807 -0.912  0.313
H -1.038 2.792 0.925  0.248
H -0.525 1.126 -0.607  -0.016
H 2.442 1.127 0.676  0.198
H -0.249 -0.804 -1.986  0.161
H 1.094 -1.071 -0.925  0.433
H -1.084 1.369 2.080  0.404

Summary:
E_HOMO (spin up / spin down)	-0.7 / -0.7	eV
relative energy (zero: lowest compared OMol25 entry of this formula, charge and spin)	77.1	kcal/mol
multiplicity	2
net charge	-1
E_LUMO (spin up / spin down)	4.2316 / 4.1100	eV

=====

# C6H12

A cluster of 3 separate species, C6H12 in total (ωB97M-V/def2-TZVPD, the Open Molecules 2025 dataset).

Each line ends with the Mulliken charge.
CARTESIAN COORDINATES (ANGSTROEM)
C 0.436 0.064 0.036  1.728
C 0.849 -0.275 1.466  -1.577
C -1.691 -0.005 -0.128  -0.440
C -0.738 1.169 0.039  -0.821
C -0.643 -0.856 -0.566  -0.972
C 1.643 0.375 -0.838  -1.701
H -0.513 -1.121 -1.611  0.324
H -2.513 -1.101 -0.864  0.142
H 2.197 1.242 -0.457  0.363
H 2.334 -0.478 -0.860  0.383
H 1.341 0.594 -1.868  0.423
H -0.637 1.794 -0.854  0.308
H -1.766 -1.862 -0.611  0.132
H 1.526 -1.137 1.477  0.360
H -2.352 -0.253 0.695  0.302
H -0.822 1.804 0.929  0.279
H 1.372 0.569 1.931  0.376
H -0.022 -0.522 2.083  0.392

Summary:
E_HOMO	-9.2	eV
relative energy (zero: lowest compared OMol25 entry of this formula, charge and spin)	147.0	kcal/mol
multiplicity	1
E_LUMO	0.7074	eV

=====

# C6H12

A cluster of 2 separate species, C6H12 in total (ωB97M-V/def2-TZVPD, the Open Molecules 2025 dataset).

Each line ends with the Mulliken charge.
CARTESIAN COORDINATES (ANGSTROEM)
C 0.875 1.522 0.995  -1.656
C 0.305 0.250 0.375  2.007
C -0.692 0.325 -1.470  -0.455
C 0.507 -0.954 1.288  -1.585
C -1.089 0.451 -0.201  -0.919
C 0.750 0.034 -1.114  -1.088
H -2.040 0.669 0.282  0.387
H 1.947 1.414 1.199  0.386
H 0.096 -1.867 0.843  0.371
H 0.371 1.749 1.942  0.378
H 0.015 -0.802 2.256  0.376
H -1.198 0.423 -2.427  0.447
H 1.577 -1.108 1.478  0.371
H -2.615 -2.403 -1.453  0.209
H 1.095 -0.984 -1.330  0.288
H -2.135 -1.836 -1.502  -0.211
H 1.499 0.742 -1.488  0.308
H 0.732 2.376 0.324  0.387

Summary:
E_HOMO	-9.4	eV
relative energy (zero: lowest compared OMol25 entry of this formula, charge and spin)	59.8	kcal/mol
multiplicity	1
E_LUMO	1.0649	eV

=====

# C6H12

A cluster of 2 separate species, C6H12 in total (ωB97M-V/def2-TZVPD, the Open Molecules 2025 dataset).

Each line ends with the Mulliken charge.
CARTESIAN COORDINATES (ANGSTROEM)
C -1.276 0.461 -1.739  -0.599
C 1.344 -0.735 0.330  -0.358
C -1.484 1.200 0.207  -0.625
C 0.715 0.373 1.180  -0.644
C -0.121 1.293 0.328  -0.099
C 0.304 -1.776 -0.079  -1.264
H -0.423 -0.198 -2.047  0.179
H 2.163 -1.213 0.878  0.333
H 0.395 2.125 -0.142  0.343
H -0.022 -2.360 0.787  0.341
H 1.790 -0.264 -0.556  0.329
H -2.068 2.051 -0.126  0.295
H 0.112 -0.078 1.982  0.313
H 0.702 -2.462 -0.832  0.275
H -2.017 0.529 0.886  0.243
H -1.026 1.413 -2.238  0.255
H 1.502 0.954 1.683  0.325
H -0.590 -1.314 -0.502  0.359

Summary:
E_HOMO	-8.0	eV
relative energy (zero: lowest compared OMol25 entry of this formula, charge and spin)	117.1	kcal/mol
multiplicity	1
E_LUMO	0.3276	eV

=====

# C6H12

An isolated molecule of C6H12 (ωB97M-V/def2-TZVPD, the Open Molecules 2025 dataset).

Each line ends with the Mulliken charge.
CARTESIAN COORDINATES (ANGSTROEM)
C -0.335 -0.449 -1.056  0.545
C -0.582 0.735 0.754  0.536
C 0.129 0.957 -0.603  -0.945
C 0.676 -1.355 -1.736  -1.521
C -0.683 -0.771 0.414  -0.980
C 0.173 1.097 2.018  -1.514
H 0.262 -2.358 -1.891  0.353
H 1.218 1.006 -0.478  0.275
H 0.989 -0.963 -2.711  0.353
H -0.190 1.814 -1.206  0.296
H -0.374 0.764 2.908  0.349
H -1.250 -0.375 -1.655  0.309
H 0.124 -1.349 0.885  0.273
H 0.349 2.176 2.110  0.351
H 1.574 -1.458 -1.113  0.350
H -1.572 1.205 0.751  0.318
H -1.631 -1.277 0.620  0.304
H 1.147 0.592 2.010  0.348

Summary:
E_HOMO	-10.3	eV
relative energy (zero: lowest compared OMol25 entry of this formula, charge and spin)	18.9	kcal/mol
multiplicity	1
E_LUMO	1.2465	eV

=====

# C6H12

An isolated molecule of C6H12 in a non-equilibrium geometry (ωB97M-V/def2-TZVPD, the Open Molecules 2025 dataset).

Each line ends with the Mulliken charge.
CARTESIAN COORDINATES (ANGSTROEM)
C 0.206 0.148 -2.107  -1.266
C 0.235 0.653 0.353  0.200
C -1.072 -0.027 0.720  -0.333
C -0.742 -1.390 1.293  -1.187
C 0.997 0.070 -0.803  -0.394
C 0.772 1.563 1.210  -0.900
H -0.462 1.016 -2.179  0.344
H -1.711 0.496 1.429  0.412
H 0.051 2.343 1.435  0.284
H -1.643 -1.913 1.639  0.353
H -0.350 -2.111 0.571  0.324
H 0.838 0.331 -2.974  0.369
H -0.449 -0.706 -2.281  0.305
H 1.215 -0.974 -0.553  0.266
H 1.953 0.556 -0.985  0.380
H -1.619 -0.123 -0.225  0.200
H -0.067 -1.492 2.145  0.336
H 1.845 1.559 1.312  0.307

Summary:
E_HOMO	-8.4	eV
relative energy (zero: lowest compared OMol25 entry of this formula, charge and spin)	48.7	kcal/mol
multiplicity	1
E_LUMO	1.0965	eV

=====

# C6H12

An isolated molecule of C6H12 in a non-equilibrium geometry (ωB97M-V/def2-TZVPD, the Open Molecules 2025 dataset).

Each line ends with the Mulliken charge.
CARTESIAN COORDINATES (ANGSTROEM)
C 1.014 1.744 -0.252  -1.498
C 0.313 -0.186 1.350  -0.910
C 0.539 0.314 -0.044  1.425
C 0.950 -0.657 -1.117  -1.418
C -0.889 0.069 0.503  0.015
C -1.812 -1.069 0.106  -1.611
H -2.414 -0.874 -0.799  0.305
H -1.368 -2.074 0.042  0.359
H 2.110 1.847 -0.280  0.341
H 1.943 -1.079 -1.012  0.327
H 0.649 2.400 0.544  0.365
H -1.465 0.978 0.679  0.347
H 0.555 -1.220 1.576  0.273
H 0.636 2.127 -1.209  0.336
H 0.266 -1.496 -1.101  0.303
H -2.437 -1.048 1.005  0.427
H 0.519 0.503 2.161  0.281
H 0.902 -0.245 -2.127  0.333

Summary:
E_HOMO	-9.3	eV
relative energy (zero: lowest compared OMol25 entry of this formula, charge and spin)	27.2	kcal/mol
multiplicity	1
E_LUMO	1.1282	eV

=====

# C6H12

An isolated molecule of C6H12 in a non-equilibrium geometry (ωB97M-V/def2-TZVPD, the Open Molecules 2025 dataset).

Each line ends with the Mulliken charge.
CARTESIAN COORDINATES (ANGSTROEM)
C 1.250 -1.891 0.649  -1.085
C -0.744 -0.397 -1.335  -1.278
C 1.413 -0.510 0.005  -0.810
C -0.284 1.133 0.621  -0.287
C -1.460 2.048 0.421  -1.262
C 0.128 0.236 -0.286  0.710
H 1.889 -2.685 0.285  0.297
H -2.423 1.535 0.471  0.299
H -0.659 -1.475 -1.307  0.376
H 1.931 -0.605 -0.957  0.340
H 2.136 0.044 0.602  0.421
H -0.490 -0.041 -2.336  0.304
H -1.774 -0.095 -1.154  0.341
H 0.191 -2.197 0.646  0.326
H -1.463 2.893 1.113  0.342
H 1.310 -1.787 1.740  0.328
H 0.449 1.304 1.397  0.314
H -1.399 2.490 -0.575  0.323

Summary:
E_HOMO	-8.8	eV
relative energy (zero: lowest compared OMol25 entry of this formula, charge and spin)	27.3	kcal/mol
multiplicity	1
E_LUMO	1.1390	eV

=====

# C6H12

An isolated molecule of C6H12 in a non-equilibrium geometry (ωB97M-V/def2-TZVPD, the Open Molecules 2025 dataset).

Each line ends with the Mulliken charge.
CARTESIAN COORDINATES (ANGSTROEM)
C 0.231 -0.864 -0.572  -0.290
C 2.031 0.906 -0.567  -1.285
C -0.784 -1.603 0.235  -0.707
C -1.709 0.838 0.566  -1.171
C 1.357 -0.218 0.207  -0.299
C -1.372 -0.353 -0.265  0.048
H -0.244 -0.219 -1.363  0.303
H -1.971 1.701 -0.058  0.298
H 1.310 1.704 -0.783  0.290
H 2.104 -0.998 0.427  0.306
H 1.023 0.141 1.196  0.282
H -2.562 0.601 1.205  0.345
H -2.039 -0.526 -1.120  0.431
H -0.596 -1.550 1.310  0.231
H -0.863 1.120 1.198  0.259
H 2.864 1.344 -0.007  0.376
H 2.414 0.531 -1.523  0.324
H -1.195 -2.554 -0.085  0.260

Summary:
E_HOMO	-7.9	eV
relative energy (zero: lowest compared OMol25 entry of this formula, charge and spin)	75.1	kcal/mol
multiplicity	1
E_LUMO	1.1814	eV

=====

# C6H12

An isolated molecule of C6H12 (ωB97M-V/def2-TZVPD, the Open Molecules 2025 dataset).

Each line ends with the Mulliken charge.
CARTESIAN COORDINATES (ANGSTROEM)
C -0.689 -0.578 0.015  -0.319
C -0.652 1.953 -0.407  -1.295
C 0.799 -0.591 -0.154  0.217
C -1.436 0.745 0.094  -0.374
C -0.050 -1.470 -1.032  -0.616
C 1.699 -0.887 1.025  -1.354
H -0.057 -1.276 -2.103  0.246
H -1.250 2.867 -0.364  0.370
H -1.052 -1.243 0.797  0.296
H 0.243 2.110 0.207  0.304
H 2.449 -1.673 0.871  0.326
H 1.156 0.251 -0.744  0.357
H -2.443 0.714 -0.334  0.349
H -0.319 1.820 -1.440  0.306
H 1.093 -1.137 1.904  0.336
H 2.238 0.039 1.278  0.302
H -1.596 0.881 1.172  0.287
H -0.134 -2.526 -0.785  0.264

Summary:
E_HOMO	-9.6	eV
relative energy (zero: lowest compared OMol25 entry of this formula, charge and spin)	35.8	kcal/mol
multiplicity	1
E_LUMO	1.1937	eV

=====

# C6H12

A cluster of 2 separate species, C6H12 in total in a non-equilibrium geometry (ωB97M-V/def2-TZVPD, the Open Molecules 2025 dataset).

Each line ends with the Mulliken charge.
CARTESIAN COORDINATES (ANGSTROEM)
C -2.032 -1.042 -0.327  -0.683
C -0.845 -1.956 -0.316  -0.157
C -0.583 -0.500 -0.466  -0.068
C -0.029 0.089 0.784  -0.636
C 0.825 1.376 0.660  -0.383
C 1.748 1.468 -0.560  -1.219
H -0.160 -0.156 -1.410  0.318
H 1.425 1.399 1.570  0.316
H 2.453 2.302 -0.452  0.364
H 0.448 -1.224 1.434  0.136
H -0.761 0.208 1.574  0.371
H -2.471 -0.744 0.617  0.220
H -2.760 -1.030 -1.151  0.242
H 1.197 1.636 -1.493  0.297
H -0.213 -2.161 0.776  0.009
H -0.786 -2.514 -1.270  0.278
H 0.215 2.303 0.700  0.271
H 2.328 0.547 -0.672  0.323

Summary:
E_HOMO	-9.3	eV
relative energy (zero: lowest compared OMol25 entry of this formula, charge and spin)	95.5	kcal/mol
multiplicity	1
E_LUMO	1.2502	eV

=====

# C6H12

A cluster of 2 separate species, C6H12 in total (ωB97M-V/def2-TZVPD, the Open Molecules 2025 dataset).

Each line ends with the Mulliken charge.
CARTESIAN COORDINATES (ANGSTROEM)
C 2.036 0.910 -0.347  -0.653
C -0.525 -1.068 -0.534  -0.292
C 1.994 -0.233 0.326  -0.485
C -0.939 -1.852 0.454  -0.740
C -0.891 0.377 -0.712  -0.058
C -1.356 1.122 0.536  -1.279
H -0.026 0.906 -1.126  0.170
H 0.051 -1.503 -1.354  0.382
H -2.253 0.677 0.981  0.403
H -0.571 1.138 1.303  0.251
H 2.349 0.956 -1.388  0.290
H 1.633 -0.285 1.349  0.256
H 1.729 1.848 0.107  0.335
H -0.775 -2.922 0.420  0.272
H -1.676 0.399 -1.479  0.338
H 2.299 -1.174 -0.121  0.263
H -1.595 2.159 0.277  0.347
H -1.483 -1.454 1.307  0.199

Summary:
E_HOMO	-9.3	eV
relative energy (zero: lowest compared OMol25 entry of this formula, charge and spin)	50.3	kcal/mol
multiplicity	1
E_LUMO	1.2245	eV